Record 1
# C26H44N2O15

A cluster of 7 separate species, C26H44N2O15 in total at a distorted geometry (ωB97M-V/def2-TZVPD, OMol25).

Geometry as XYZ:
```
87
Properties=species:S:1:pos:R:3:forces:R:3:mulliken_charge:R:1
C 0.736 -1.134 -4.030 -0.179 0.864 -0.441 -1.097
C -0.690 -0.443 -4.231 -0.180 0.402 1.666 0.380
C -1.350 0.084 -2.913 -0.915 -1.621 -0.316 0.356
O -2.121 1.206 -3.372 -1.240 -1.596 6.151 -0.319
C -1.841 1.525 -4.525 -0.307 4.272 -6.662 0.726
O -2.374 2.447 -5.172 1.568 -2.655 1.633 -0.670
O -0.867 0.746 -5.024 1.917 -0.423 -1.265 -0.432
H 0.622 -2.158 -3.610 -0.250 0.689 -0.386 0.293
H 1.418 -0.602 -3.340 -0.764 0.068 -0.067 0.167
H 1.350 -1.202 -4.955 -0.863 -0.079 0.253 0.383
H -1.424 -1.093 -4.645 -0.068 -1.267 -0.553 0.345
H -0.597 0.308 -2.187 0.305 0.846 0.545 -0.042
H -2.104 -0.618 -2.455 0.911 0.517 -0.531 -0.147
C 0.243 -4.810 1.324 -1.309 -1.320 0.518 -1.614
C 1.501 -4.064 1.146 1.499 -0.939 -1.489 0.629
C 2.216 -4.346 -0.230 3.256 2.866 3.346 -0.677
O 2.164 -3.033 -0.863 0.837 -2.297 -2.485 -0.396
C 1.683 -2.119 -0.086 -0.415 4.189 -1.806 0.214
O 1.619 -0.902 -0.398 0.128 -3.570 1.183 -0.544
O 1.234 -2.641 1.001 -0.876 -0.692 3.293 0.222
H -0.104 -4.598 2.344 -0.358 0.020 -0.330 0.374
H 0.333 -5.957 1.283 0.241 1.776 -0.177 0.354
H -0.479 -4.468 0.571 -0.106 -0.285 0.276 0.360
H 2.165 -4.344 1.996 -0.234 1.116 -0.540 0.235
H 1.969 -5.211 -0.729 -1.594 -1.198 -1.872 0.492
H 3.326 -4.500 -0.032 -1.186 0.217 -0.118 0.253
C -1.494 4.386 1.721 -0.903 -0.891 3.650 -1.503
C -0.352 4.160 0.852 0.410 -1.051 -0.979 0.694
C -0.175 2.801 0.160 1.418 1.358 1.035 0.784
O -0.833 3.033 -1.085 -0.827 -2.783 0.095 -0.034
C -0.931 4.326 -1.306 -0.548 1.198 -6.137 0.498
O -1.205 4.830 -2.419 0.400 -1.668 3.646 -0.654
O -0.533 4.981 -0.291 1.149 3.216 2.059 -0.380
H -1.388 5.372 2.188 0.279 -0.314 0.442 0.419
H -1.565 3.538 2.543 0.144 1.858 -1.452 0.233
H -2.441 4.521 1.265 -0.912 -0.614 -0.987 0.394
H 0.559 4.383 1.379 0.479 0.422 -0.061 -0.027
H -0.510 2.018 0.873 -0.107 0.055 -1.420 -0.716
H 0.923 2.784 -0.039 -0.804 -0.880 0.111 0.077
C 3.123 3.827 3.935 -1.816 -0.690 0.157 -0.173
O 4.291 3.447 3.289 1.328 -1.671 -4.852 -0.331
C 4.077 2.795 2.091 -5.299 -2.717 -3.329 0.474
O 2.837 2.441 1.436 7.038 2.959 4.451 -0.108
O 5.187 2.286 1.545 0.887 1.343 1.121 -0.368
C 5.236 1.961 0.127 -1.417 -0.037 -0.932 -0.408
H 2.930 2.943 4.537 -0.880 0.539 0.623 0.281
H 2.300 4.005 3.231 0.210 -0.311 0.170 -0.132
H 3.299 4.735 4.462 0.360 0.422 0.696 0.298
H 4.831 2.830 -0.413 -0.439 -0.565 0.175 0.277
H 4.622 1.046 0.009 0.185 0.723 -0.296 0.080
H 6.210 1.810 -0.410 -0.155 0.058 1.924 0.234
C -7.152 -0.472 -5.353 -3.439 1.003 1.066 -0.788
O -6.112 -0.521 -4.439 2.130 -0.734 0.756 -0.249
C -6.191 -1.182 -3.314 -6.948 -3.555 1.916 0.667
O -7.375 -1.801 -2.893 7.126 3.665 -2.309 -0.627
O -5.036 -1.214 -2.637 -1.208 1.215 -1.813 -0.151
C -5.177 -1.672 -1.349 -1.104 -0.487 3.123 -0.801
H -7.023 0.354 -5.961 1.235 1.605 -1.358 0.340
H -8.081 -0.132 -4.849 0.335 -0.766 0.182 0.319
H -7.436 -1.271 -6.004 0.679 -1.310 0.247 0.320
H -5.577 -0.992 -0.534 0.204 0.059 -1.590 0.261
H -4.249 -1.981 -0.959 1.439 -0.227 -0.079 0.285
H -5.819 -2.526 -1.294 -0.497 -0.537 -0.268 0.438
C 4.982 -2.136 1.708 1.127 -0.858 -0.207 -1.052
C 4.559 -1.074 2.694 1.812 1.364 -2.033 -0.794
C 3.132 -0.812 2.780 -2.838 0.353 0.070 1.907
C 2.444 -1.856 3.524 -2.072 -3.059 1.666 -0.098
N 1.897 -2.725 4.104 1.612 2.535 -1.646 -0.710
H 6.103 -2.209 1.520 -1.324 0.151 0.695 0.448
H 4.583 -1.975 0.701 -0.331 0.124 0.220 0.151
H 4.626 -3.090 2.091 0.117 -0.444 -0.288 0.283
H 4.981 -0.163 2.316 0.331 0.796 -0.264 0.078
H 4.984 -1.117 3.647 0.745 -0.797 1.566 0.571
H 2.627 -0.687 1.801 0.354 -0.137 0.357 -0.575
H 2.849 0.103 3.310 0.459 0.176 -0.033 -0.175
C -2.816 -0.797 0.898 -0.808 0.442 2.747 -0.891
C -2.254 0.066 2.013 0.793 0.511 1.729 -0.667
C -0.776 -0.305 2.321 0.793 1.296 -1.695 0.491
C 0.032 0.755 2.990 0.571 0.688 0.775 -0.304
N 0.691 1.583 3.482 -1.382 -1.530 -0.815 -0.486
H -2.777 -1.852 1.217 -0.244 0.362 -0.489 0.335
H -2.285 -0.603 0.029 1.026 0.068 -1.854 0.184
H -3.811 -0.389 0.803 -0.549 -0.646 -0.443 0.316
H -2.672 -0.121 2.987 -1.141 -0.517 0.270 0.631
H -2.507 1.153 1.941 0.846 -0.690 -0.655 0.284
H -0.307 -0.415 1.315 0.191 -0.175 0.702 -0.474
H -0.683 -1.258 2.848 -0.036 0.200 0.014 0.781
```
Forces are in eV/Å.

As for the net charge: 0. Its HOMO-LUMO gap is 9.77 eV. The calculation puts the strongest force on any atom at 0.17186 hartree/bohr. The LUMO energy comes out at 0.0781 eV. For the highest occupied orbital energy, the calculation gives -9.7 eV. The calculation puts the energy above the lowest of the compared OMol25 structures with the same formula, charge and spin at 56.42 kcal per mole.

Record 2
# C10H14B2F4MgN6

A structure of composition C10H14B2F4MgN6 at a distorted geometry (ωB97M-V/def2-TZVPD, OMol25).

Geometry as XYZ:
```
37
Properties=species:S:1:pos:R:3:forces:R:3:nbo_charge:R:1
C 2.042 -2.283 -0.126 -1.052 -1.366 -0.217 0.055
N 0.772 -1.878 -0.161 0.439 -1.714 -0.310 -0.605
N -0.076 -2.964 -0.297 -0.035 1.160 0.144 -0.341
C 0.686 -4.053 -0.345 1.135 -0.173 0.002 0.053
C 2.034 -3.679 -0.246 -0.736 -0.049 -0.031 -0.286
B -1.630 -2.855 -0.424 1.091 -1.314 -0.172 0.499
N -2.235 -2.012 0.730 -1.930 -0.759 1.367 -0.248
N -1.670 -0.797 1.090 -1.782 1.087 2.437 -0.339
C -2.404 -0.313 2.109 2.209 0.025 -1.860 0.041
C -3.432 -1.227 2.427 -0.362 0.553 0.785 0.028
C -3.276 -2.285 1.529 1.798 -1.226 -2.567 0.121
Mg -0.008 -0.262 -0.034 0.799 3.339 0.225 1.803
N -2.039 -2.255 -1.805 -1.616 -1.980 -1.279 -0.282
N -1.618 -1.001 -2.186 -0.854 0.761 -3.192 -0.224
C -2.090 -0.832 -3.447 1.265 0.545 2.178 -0.002
C -2.807 -1.984 -3.875 0.129 0.870 -0.526 0.021
C -2.748 -2.857 -2.784 1.367 -0.304 3.350 0.125
H -1.913 0.072 -4.010 0.075 0.048 0.102 0.279
H -3.146 -3.847 -2.628 -0.066 -0.062 -0.154 0.276
H -3.297 -2.166 -4.810 -0.122 0.046 -0.351 0.282
H -2.060 -3.964 -0.364 -0.202 0.093 0.010 0.019
H -3.817 -3.206 1.397 -0.207 -0.081 0.146 0.282
H 0.212 -5.007 -0.454 0.141 -0.394 0.005 0.248
H -4.172 -1.138 3.193 -0.308 0.067 0.331 0.285
H 2.878 -4.325 -0.262 0.358 -0.350 0.013 0.273
H -2.166 0.633 2.574 0.007 -0.012 0.010 0.289
H 2.849 -1.576 -0.023 0.047 0.006 0.030 0.275
H -1.226 0.862 -1.016 0.029 1.151 0.766 0.184
C -0.903 1.626 -0.246 0.818 0.454 1.555 -1.075
H -1.684 1.858 0.486 -0.455 0.610 -1.131 0.248
H -0.017 1.447 0.584 -1.736 0.487 -1.842 0.293
H -0.339 2.441 -0.727 -1.000 0.074 0.067 0.318
F 1.486 1.419 0.478 -1.097 -2.141 -0.457 -0.657
B 2.194 2.776 0.796 0.689 -0.408 -0.110 1.375
F 2.366 3.312 -0.455 -0.101 0.138 0.477 -0.536
F 1.371 3.483 1.638 0.100 -0.345 -0.396 -0.537
F 3.253 2.137 1.357 1.161 1.165 0.596 -0.538
```
Forces are in eV/Å.

As for the net charge: +2. Its HOMO-LUMO gap (spin up / spin down) is 3.78 / 4.23 eV. The calculation puts the strongest force on any atom at 0.07062 hartree/bohr. The LUMO energy (spin up / spin down) comes out at -12.4035 / -11.9576 eV. For the highest occupied orbital energy (spin up / spin down), the calculation gives -16.2 / -16.2 eV. The calculation puts the energy above the lowest of the compared OMol25 structures with the same formula, charge and spin at 0.00 kcal per mole.

Record 3
# C21H35AsN4O2S2V

A structure of composition C21H35AsN4O2S2V at a distorted geometry (ωB97M-V/def2-TZVPD, OMol25).

Geometry as XYZ:
```
66
Properties=species:S:1:pos:R:3:forces:R:3:mulliken_spin:R:1
V -0.576 -0.144 0.338 0.533 0.703 0.690 2.696
C -3.013 -3.342 1.823 0.384 0.015 -0.982 -0.005
C -2.520 -2.143 0.986 -0.140 -0.709 0.747 0.054
O -1.226 -1.990 0.998 -0.234 -0.106 0.167 0.007
C -3.369 -1.249 0.414 -0.206 0.291 -0.258 -0.032
C -2.853 -0.126 -0.365 0.479 -1.254 -0.556 0.046
C -3.525 1.181 -0.307 -0.150 1.229 -0.426 0.052
N -1.935 -0.242 -1.314 -0.242 -0.134 0.542 0.059
N -1.618 -1.520 -1.746 -0.441 -0.343 -0.754 0.031
C -0.378 -1.848 -1.663 0.653 0.136 0.338 0.013
O 0.510 -1.197 -0.961 -0.069 0.156 -0.448 0.010
C 0.095 -3.088 -2.315 -0.590 -0.059 -0.421 -0.004
C -0.655 -3.664 -3.348 0.259 0.408 0.768 0.005
C -0.234 -4.856 -3.886 -0.674 0.330 -0.787 0.001
C 0.919 -5.467 -3.438 0.629 -0.547 -0.164 0.001
C 1.690 -4.900 -2.432 -0.808 0.761 0.024 0.000
C 1.266 -3.688 -1.885 0.312 -0.142 0.408 0.001
H -2.971 -3.085 2.871 0.070 0.086 0.441 0.001
H -2.288 -4.145 1.642 -0.175 0.079 0.140 0.001
H -4.016 -3.728 1.605 0.210 0.400 -0.149 -0.001
H -4.442 -1.328 0.536 -0.015 -0.076 0.129 0.008
H -4.304 1.211 -1.099 0.206 0.086 0.595 0.000
H -2.821 2.002 -0.518 -0.149 -0.283 -0.150 -0.004
H -3.934 1.370 0.675 -0.457 0.002 0.188 -0.001
H -1.555 -3.158 -3.676 0.081 -0.101 0.013 0.002
H -0.834 -5.226 -4.719 0.377 -0.377 0.231 0.000
H 1.242 -6.377 -3.926 0.033 -0.139 0.113 0.000
H 2.575 -5.355 -2.034 0.331 -0.325 -0.112 0.000
H 1.824 -3.202 -1.077 -0.203 -0.237 -0.354 0.000
C 0.438 -0.357 3.419 -1.121 -0.112 0.642 -0.009
C 1.508 -0.759 2.445 0.384 -0.424 -0.399 0.033
N 1.438 0.019 1.211 0.254 -0.415 0.204 0.008
C 2.151 1.273 1.290 0.512 0.530 0.002 -0.013
C 1.515 2.416 2.083 -0.452 -0.301 -0.988 -0.007
S -0.243 2.686 1.687 -0.205 0.310 0.252 0.020
C -0.979 2.413 3.336 0.171 0.234 -0.104 -0.019
C -1.630 1.043 3.449 0.263 0.034 -0.764 0.040
N -0.847 0.014 2.775 0.124 0.143 0.031 -0.015
H 0.784 0.444 4.053 -0.025 0.546 0.109 -0.004
H 0.259 -1.187 4.106 0.111 -0.105 0.079 -0.001
H 1.348 -1.801 2.171 0.070 -0.054 -0.069 -0.002
H 2.515 -0.658 2.905 -0.437 -0.162 -0.055 0.002
H 1.867 -0.532 0.467 -0.139 0.029 -0.003 0.010
H 2.278 1.603 0.255 0.162 -0.001 0.160 0.010
H 3.132 1.098 1.769 0.046 0.124 -0.399 0.000
H 2.029 3.330 1.793 0.174 -0.064 0.347 0.000
H 1.606 2.260 3.139 0.099 0.031 0.546 -0.001
H -1.736 3.190 3.487 0.269 -0.079 0.124 -0.001
H -0.159 2.546 4.060 -0.510 0.054 -0.111 0.000
H -2.599 1.035 2.944 0.020 0.157 0.025 0.000
H -1.810 0.800 4.481 -0.086 -0.040 0.784 0.001
H -1.454 -0.786 2.724 0.168 -0.585 -0.179 -0.006
C 2.100 4.280 -0.608 0.290 0.695 0.499 0.001
As 1.529 3.219 -2.068 -0.642 -0.846 -0.518 -0.005
C 3.021 2.144 -2.600 0.490 0.358 0.543 0.001
C 1.205 4.430 -3.508 -0.549 0.252 -1.206 -0.001
S -0.096 1.924 -1.808 0.029 0.268 0.199 0.014
H 2.402 5.237 -1.021 0.199 0.194 0.003 0.000
H 2.970 3.815 -0.137 -0.247 0.122 0.068 0.000
H 1.282 4.477 0.096 0.210 -0.268 -0.164 0.001
H 3.859 2.699 -3.001 0.248 0.246 0.107 0.000
H 2.652 1.500 -3.358 -0.414 -0.688 -0.688 0.000
H 3.317 1.531 -1.749 0.079 0.053 -0.076 -0.001
H 2.083 4.907 -3.961 0.008 -0.159 0.400 0.000
H 0.499 5.209 -3.193 0.178 -0.241 0.022 0.000
H 0.708 3.844 -4.313 0.265 0.312 0.602 0.000
```
Forces are in eV/Å.

As for the net charge: 0. Its HOMO-LUMO gap (spin up / spin down) is 6.27 / 7.04 eV. Its spin multiplicity is 4. The calculation puts the strongest force on any atom at 0.02826 hartree/bohr. The LUMO energy (spin up / spin down) comes out at 0.2612 / 0.2588 eV. For the highest occupied orbital energy (spin up / spin down), the calculation gives -6.0 / -6.8 eV. The calculation puts the energy above the lowest of the compared OMol25 structures with the same formula, charge and spin at 24.42 kcal per mole.

One value per record, in order, for E_tot: -61361.663; -37191.497; -140596.843 eV.